Entry 1:
Here is C16H18Cl3N5OPd as an isolated structure from the OMol25 dataset. Energies are from ωB97M-V with the def2-TZVPD basis set.

Summary:
* total charge: -2
* E_HOMO: 0.1 eV
* energy relative to the best compared isomer or geometry (same formula, charge and spin): 0.0 kJ/mol
* gap between HOMO and LUMO: 4.35 eV

Geometry as XYZ:
```
44
Properties=species:S:1:pos:R:3:mulliken_charge:R:1
Pd 0.39 0.23 0.55 -0.573
C -0.72 -0.22 4.09 -1.016
N -1.43 -1.29 3.40 0.250
C -2.55 -1.82 4.16 -1.098
C -1.73 -0.99 2.04 0.164
N -1.78 0.15 1.51 -0.818
N -1.84 -2.19 1.32 -0.041
C -2.03 -2.27 -0.06 0.446
N -1.44 -3.46 -0.56 -0.522
N -2.66 -1.40 -0.72 -0.562
H -0.31 -0.62 5.02 0.316
H -1.37 0.63 4.35 0.366
H 0.09 0.12 3.45 0.200
H -2.19 -2.20 5.12 0.360
H -3.02 -2.64 3.61 0.317
H -3.32 -1.05 4.36 0.326
H -1.73 0.90 2.20 0.272
H -1.13 -2.83 1.65 0.310
H -1.69 -4.27 -0.02 0.205
H -1.66 -3.59 -1.54 0.240
H -2.69 -1.63 -1.71 0.192
Cl 1.39 2.20 -7.80 -0.310
C 0.33 2.65 -6.47 0.489
C 0.45 2.01 -5.24 -0.691
C -0.38 2.35 -4.20 0.336
Cl -0.16 1.51 -2.69 -0.136
C -1.42 3.36 -4.28 -0.236
O -2.18 3.68 -3.36 -0.785
C -1.46 3.95 -5.60 0.487
Cl -2.67 5.19 -5.87 -0.271
C -0.64 3.62 -6.66 -0.728
H 1.21 1.25 -5.09 0.402
H -0.75 4.12 -7.61 0.371
C 4.77 -0.74 2.59 -0.239
C 4.38 0.57 2.35 -0.408
C 3.16 0.85 1.74 0.148
C 2.25 -0.14 1.31 -0.597
C 2.70 -1.46 1.57 -0.076
C 3.91 -1.76 2.19 -0.541
H 5.72 -0.97 3.07 0.322
H 5.03 1.39 2.65 0.301
H 2.91 1.89 1.57 0.303
H 2.07 -2.29 1.27 0.232
H 4.19 -2.80 2.35 0.291
```

Entry 2:
Here is one molecule with the formula C4H7N3O at a distorted geometry from the OMol25 dataset. Energies are from ωB97M-V with the def2-TZVPD basis set.

Summary:
* SMILES: [H]/N=C/N=C(/N)C(C)=O
* E_HOMO: -9.1 eV
* energy relative to the best compared isomer or geometry (same formula, charge and spin): 338.0 kJ/mol
* gap between HOMO and LUMO: 8.63 eV

Geometry as XYZ:
```
15
Properties=species:S:1:pos:R:3:mulliken_charge:R:1
H 0.19 -1.44 2.91 0.265
N 0.23 -0.69 2.21 -0.563
C -0.68 -0.84 1.33 0.044
N -1.42 0.49 0.64 -0.624
C -0.83 0.68 -0.46 0.401
N -1.11 1.47 -1.52 -0.465
C 0.25 -0.45 -0.50 0.718
C 1.63 0.12 -0.23 -1.171
O 0.03 -1.41 -1.25 -0.600
H -1.36 -1.70 1.27 0.413
H -2.03 1.90 -1.51 0.283
H -0.81 1.11 -2.42 0.259
H 1.60 0.89 0.54 0.352
H 2.02 0.56 -1.15 0.341
H 2.27 -0.69 0.12 0.346
```

Entry 3:
Here is a 2-piece molecular cluster, C3H6Cl3P overall at a distorted geometry from the OMol25 dataset. Energies are from ωB97M-V with the def2-TZVPD basis set.

Summary:
* E_HOMO: -8.7 eV
* energy relative to the best compared isomer or geometry (same formula, charge and spin): 312.4 kJ/mol
* gap between HOMO and LUMO: 6.31 eV

Geometry as XYZ:
```
13
Properties=species:S:1:pos:R:3:mulliken_charge:R:1
C 0.76 -0.31 -1.21 -1.310
C 0.59 0.21 1.25 -1.072
C 0.08 0.53 -0.19 0.760
P -1.73 0.62 -0.78 0.362
Cl -0.04 2.30 -0.32 -0.162
Cl -2.94 0.83 0.77 -0.060
Cl -1.38 -2.65 0.08 -0.627
H 1.80 -0.38 -1.09 0.366
H 0.54 -0.02 -2.17 0.494
H 0.38 -1.34 -1.04 0.267
H 0.03 0.74 1.99 0.363
H 1.58 0.37 1.53 0.394
H 0.33 -0.91 1.19 0.226
```

Entry 4:
Here is one molecule with the formula C17H20BrFN6O2 from the OMol25 dataset. Energies are from ωB97M-V with the def2-TZVPD basis set.

Summary:
* SMILES: O=C(NCC[C@@H](F)Cn1cc(C2(C3CC3)CC2)nn1)c1ncnc(O)c1Br
* E_HOMO: -9.0 eV
* energy relative to the best compared isomer or geometry (same formula, charge and spin): 12.5 kJ/mol
* gap between HOMO and LUMO: 9.18 eV

Geometry as XYZ:
```
47
Properties=species:S:1:pos:R:3:mulliken_charge:R:1
O 1.07 -2.30 0.96 -0.634
C 0.41 -2.01 1.94 0.084
N 0.94 -1.59 3.11 -0.029
C 2.34 -1.18 3.19 -1.068
C 2.59 0.08 2.36 -0.564
C 1.76 1.26 2.83 0.512
F 2.41 1.91 3.88 -0.421
C 1.51 2.30 1.75 -0.933
N 0.78 1.70 0.65 0.680
C 1.07 1.71 -0.67 0.082
C 0.11 0.92 -1.25 -0.473
C -0.05 0.54 -2.67 1.205
C 0.50 1.55 -3.63 -0.602
C -0.02 1.68 -5.03 -0.676
C -0.33 2.75 -4.02 -0.579
C 0.12 -0.93 -3.00 -0.635
C -1.24 -0.31 -3.01 -0.719
N -0.71 0.48 -0.25 -0.062
N -0.30 0.95 0.88 -0.801
C -1.11 -2.06 1.97 0.777
N -1.67 -1.51 3.06 -0.567
C -2.98 -1.46 3.11 -0.471
N -3.82 -1.90 2.17 -0.645
C -3.27 -2.46 1.12 0.919
O -4.09 -2.92 0.17 -0.475
C -1.88 -2.60 0.96 -0.039
Br -1.25 -3.49 -0.56 -0.069
H 0.28 -1.29 3.81 0.390
H 2.58 -1.02 4.23 0.425
H 2.96 -1.99 2.81 0.364
H 3.64 0.36 2.41 0.462
H 2.35 -0.15 1.32 0.330
H 0.79 0.92 3.21 0.190
H 0.95 3.14 2.17 0.259
H 2.46 2.68 1.36 0.317
H 1.91 2.26 -1.07 0.380
H 1.56 1.73 -3.53 0.557
H 0.70 1.92 -5.81 0.260
H -0.83 1.04 -5.36 0.203
H -1.34 2.78 -3.63 0.238
H 0.16 3.71 -4.11 0.289
H 0.58 -1.16 -3.95 0.308
H 0.37 -1.59 -2.18 0.067
H -1.91 -0.55 -2.19 0.129
H -1.73 -0.15 -3.96 0.233
H -3.43 -1.01 3.99 0.431
H -4.99 -2.73 0.46 0.374
```

Entry 5:
Here is C38H52Ge2PbSi as an isolated structure at a distorted geometry from the OMol25 dataset. Energies are from ωB97M-V with the def2-TZVPD basis set.

Summary:
* E_HOMO: -7.3 eV
* gap between HOMO and LUMO: 7.15 eV

Geometry as XYZ:
```
94
Properties=species:S:1:pos:R:3:mulliken_charge:R:1
Pb 0.02 -0.44 -0.15 -0.678
C 0.52 2.41 2.25 0.769
C 1.16 1.38 3.04 0.701
C 1.89 0.58 2.21 0.328
C 1.72 1.04 0.83 1.815
C 0.88 2.24 0.94 -0.079
C 0.53 3.13 -0.21 -1.191
C 2.90 1.00 -0.11 -1.487
C 2.80 -0.53 2.64 -1.596
C 1.07 1.26 4.53 -1.839
C -0.38 3.45 2.81 -2.349
H 0.85 4.15 -0.01 0.474
H -0.55 3.14 -0.38 0.099
H 1.01 2.79 -1.11 0.037
H 3.63 1.76 0.19 0.385
H 2.61 1.21 -1.14 0.259
H 3.39 0.03 -0.10 0.355
H 3.82 -0.15 2.80 0.353
H 2.85 -1.32 1.91 0.056
H 2.46 -0.95 3.59 0.421
H 2.06 1.40 4.97 0.344
H 0.70 0.28 4.83 0.306
H 0.41 2.02 4.93 0.462
H -0.83 4.05 2.02 0.423
H 0.17 4.12 3.48 0.492
H -1.18 2.99 3.40 0.431
C 0.20 1.82 -5.17 -1.273
C 0.62 1.63 -3.72 -0.447
Ge 0.01 -0.09 -2.81 0.794
C 0.68 -1.67 -3.89 -0.584
C 0.07 -1.87 -5.27 -1.106
C -1.94 -0.05 -3.17 -1.851
C -2.97 0.09 -2.33 1.375
Ge -2.63 0.18 -0.32 0.839
C -3.42 -1.41 0.68 0.207
C -4.91 -1.68 0.73 -1.224
C -3.12 1.98 0.52 -0.008
C -4.57 2.33 0.82 -1.247
C -4.36 0.13 -2.81 0.535
C -5.40 0.28 -1.90 -0.042
C -6.72 0.30 -2.28 -1.338
C -7.05 0.18 -3.62 -0.457
C -6.04 0.05 -4.56 -0.817
C -4.71 0.03 -4.16 -0.488
H 0.45 2.83 -5.50 0.416
H -0.88 1.69 -5.28 0.264
H 0.70 1.12 -5.83 0.268
H 0.21 2.45 -3.14 0.282
H 1.71 1.69 -3.65 0.399
H 0.49 -2.56 -3.29 0.197
H 1.76 -1.58 -3.98 0.365
H -1.01 -1.94 -5.20 0.226
H 0.44 -2.80 -5.72 0.413
H 0.32 -1.05 -5.93 0.191
H -2.16 -0.12 -4.23 0.190
H -3.04 -1.32 1.70 0.263
H -2.92 -2.29 0.25 -0.217
H -5.45 -0.86 1.19 0.233
H -5.09 -2.58 1.32 0.382
H -5.32 -1.85 -0.26 0.292
H -2.70 2.75 -0.14 0.249
H -2.54 2.01 1.45 0.067
H -5.14 2.48 -0.09 0.319
H -4.61 3.25 1.40 0.429
H -5.04 1.55 1.42 0.253
H -5.14 0.38 -0.85 0.399
H -7.50 0.41 -1.54 0.405
H -8.09 0.19 -3.94 0.396
H -6.28 -0.03 -5.61 0.402
H -3.96 -0.07 -4.92 0.417
C -3.09 -4.80 2.99 -0.487
C -2.25 -3.81 3.47 -0.818
C -1.27 -3.28 2.65 0.005
C -1.09 -3.74 1.34 0.072
C -1.96 -4.72 0.88 -0.210
C -2.96 -5.24 1.68 -0.695
Si 0.28 -3.08 0.21 1.050
C 1.90 -3.80 0.88 0.603
C 2.83 -4.39 0.02 -0.443
C 3.98 -4.98 0.51 -0.538
C 4.25 -4.96 1.87 -0.545
C 3.35 -4.35 2.73 -0.571
C 2.19 -3.79 2.24 -0.538
H -3.86 -5.21 3.62 0.385
H -2.37 -3.45 4.48 0.414
H -0.62 -2.50 3.03 0.391
H -1.86 -5.07 -0.14 0.393
H -3.62 -6.00 1.30 0.407
H 0.04 -3.74 -1.09 -0.450
H 2.64 -4.40 -1.05 0.372
H 4.66 -5.47 -0.17 0.395
H 5.15 -5.42 2.25 0.386
H 3.57 -4.30 3.79 0.412
H 1.49 -3.34 2.92 0.352
```

Entry 6:
Here is C25H25I2O6S3Ti as an isolated structure from the OMol25 dataset. Energies are from ωB97M-V with the def2-TZVPD basis set.

Summary:
* E_HOMO (spin up / spin down): -6.8 / -7.1 eV
* energy relative to the best compared isomer or geometry (same formula, charge and spin): 0.0 kJ/mol
* spin multiplicity: 2
* gap between HOMO and LUMO (spin up / spin down): 7.04 / 7.31 eV

Geometry as XYZ:
```
62
Properties=species:S:1:pos:R:3:lowdin_spin:R:1
Ti 0.43 0.50 -0.14 0.976
I 0.77 -4.50 -1.39 0.000
C 0.83 -4.30 0.72 0.000
I -0.82 -3.31 1.59 0.002
H 1.69 -3.69 0.95 0.000
H 0.91 -5.29 1.14 0.000
O -0.89 1.63 -1.29 0.008
S -1.89 2.60 -0.66 0.002
C -2.46 3.42 -2.21 0.001
C -1.54 3.10 -3.37 0.000
C -1.77 1.68 -3.93 0.000
C -0.51 1.01 -4.50 0.000
S 0.30 -0.36 -3.60 0.001
O 0.85 0.13 -2.29 0.004
C -1.13 -1.38 -3.30 0.001
C -1.61 -2.10 -4.39 0.000
C -2.69 -2.95 -4.22 0.000
C -3.27 -3.09 -2.97 0.000
C -2.77 -2.39 -1.89 0.001
C -1.69 -1.53 -2.05 0.011
C -0.90 3.92 0.01 0.004
C -1.47 4.71 0.99 0.000
C -0.72 5.75 1.53 0.002
C 0.58 5.96 1.10 0.000
C 1.14 5.14 0.13 0.002
C 0.40 4.11 -0.42 0.007
H -2.53 4.49 -2.00 0.000
H -3.47 3.04 -2.39 0.000
H -0.50 3.22 -3.05 0.000
H -1.71 3.84 -4.15 0.000
H -2.50 1.75 -4.74 0.000
H -2.21 1.04 -3.18 0.000
H 0.30 1.72 -4.68 0.000
H -0.72 0.52 -5.45 0.000
H -1.13 -2.02 -5.36 0.000
H -3.06 -3.52 -5.07 0.000
H -4.11 -3.77 -2.84 0.000
H -3.20 -2.51 -0.90 0.000
H -1.32 -1.01 -1.18 0.010
H -2.47 4.51 1.35 0.000
H -1.15 6.37 2.31 0.000
H 1.17 6.76 1.54 0.000
H 2.17 5.30 -0.18 0.000
H 0.84 3.45 -1.16 0.004
S -0.85 0.73 1.60 -0.071
O 2.45 0.71 0.43 0.015
C 2.60 -0.54 0.32 0.008
O 1.60 -1.26 0.02 0.012
C 3.94 -1.14 0.52 0.002
C 4.20 -2.43 0.05 0.000
C 5.45 -3.02 0.22 0.000
C 6.40 -2.28 0.88 0.000
O 7.69 -2.63 1.16 0.000
C 8.23 -1.55 1.93 0.000
O 7.28 -0.49 1.92 0.000
C 6.15 -1.00 1.34 0.000
C 4.93 -0.39 1.17 0.000
H 3.41 -2.95 -0.48 0.000
H 5.66 -4.01 -0.15 0.000
H 9.15 -1.21 1.46 0.000
H 8.39 -1.89 2.95 0.000
H 4.72 0.61 1.52 0.000
```

Entry 7:
Here is one molecule with the formula C9H14N2O at a distorted geometry from the OMol25 dataset. Energies are from ωB97M-V with the def2-TZVPD basis set.

Summary:
* SMILES: NCCOCNc1ccccc1
* E_HOMO: -8.5 eV
* energy relative to the best compared isomer or geometry (same formula, charge and spin): 202.8 kJ/mol
* gap between HOMO and LUMO: 9.49 eV

Geometry as XYZ:
```
26
Properties=species:S:1:pos:R:3:mulliken_charge:R:1
N -2.62 -2.46 -2.11 -0.612
C -1.18 -2.31 -2.28 -0.324
C -0.88 -1.08 -1.40 -0.447
O 0.38 -0.75 -2.06 -0.400
C 1.45 -0.32 -1.20 -0.469
N 1.18 1.04 -0.65 -0.335
C 0.84 1.18 0.72 0.428
C -0.40 1.16 1.27 -0.325
C -0.52 1.40 2.64 -0.506
C 0.53 1.88 3.40 -0.513
C 1.84 1.81 2.80 -0.398
C 2.00 1.49 1.48 -0.309
H -3.08 -1.53 -2.10 0.228
H -2.94 -3.03 -2.89 0.232
H -0.54 -3.12 -1.95 0.281
H -1.00 -2.03 -3.26 0.320
H -1.66 -0.25 -1.47 0.230
H -0.84 -1.18 -0.27 0.322
H 2.40 -0.42 -1.81 0.236
H 1.55 -0.99 -0.36 0.386
H 0.36 1.51 -1.16 0.363
H -1.33 0.97 0.72 0.310
H -1.47 1.19 3.11 0.345
H 0.24 2.22 4.43 0.313
H 2.70 2.22 3.43 0.253
H 2.97 1.41 0.97 0.390
```

Entry 8:
Here is a 5-piece molecular cluster, C16H47N4O5 overall at a distorted geometry from the OMol25 dataset. Energies are from ωB97M-V with the def2-TZVPD basis set.

Summary:
* total charge: +1
* E_HOMO: -11.6 eV
* energy relative to the best compared isomer or geometry (same formula, charge and spin): 977.7 kJ/mol
* gap between HOMO and LUMO: 9.80 eV

Geometry as XYZ:
```
72
Properties=species:S:1:pos:R:3:mulliken_charge:R:1
O 0.11 0.46 -0.21 1.795
H -0.36 0.06 -1.06 -0.243
H 0.63 1.24 -0.52 0.173
H 0.74 -0.11 0.38 -0.098
C 1.32 3.04 1.53 -1.291
C 1.75 3.28 0.06 0.147
C 3.07 2.57 -0.23 -1.212
O 2.87 1.25 -0.10 -0.106
C 4.13 0.55 -0.16 -0.801
N 0.78 2.81 -0.85 -0.661
H 1.29 1.92 1.82 -0.002
H 0.45 3.52 1.66 0.423
H 2.00 3.33 2.26 0.606
H 2.04 4.45 0.08 0.219
H 3.77 3.01 0.37 0.623
H 3.66 2.74 -1.23 0.367
H 4.52 0.52 -1.20 0.323
H 3.96 -0.46 0.14 0.128
H 4.92 0.97 0.63 0.268
H 1.27 2.89 -1.95 0.343
H -0.09 3.43 -0.93 0.354
C 2.00 -2.77 -0.44 -1.764
C 1.19 -2.69 0.84 0.759
C 1.65 -3.72 1.91 -1.161
O 1.16 -4.94 1.30 -0.264
C 1.25 -6.02 2.16 -0.975
N 1.49 -1.33 1.46 -0.770
H 1.78 -1.95 -1.23 0.106
H 1.66 -3.66 -0.82 0.562
H 2.98 -2.72 -0.44 0.535
H 0.12 -2.68 0.73 0.229
H 1.25 -3.36 2.71 0.728
H 2.73 -3.52 2.18 0.417
H 0.63 -6.07 2.80 0.429
H 2.38 -6.02 2.45 0.339
H 1.12 -6.86 1.42 0.239
H 2.42 -1.22 1.68 0.246
H 1.05 -1.34 2.36 0.252
C -2.52 -0.13 1.60 -0.912
C -2.39 1.18 2.38 1.648
C -3.53 2.15 2.06 -1.071
O -3.58 2.15 0.61 -0.192
C -4.73 2.90 0.13 -0.900
N -2.31 0.85 3.76 -0.732
H -3.23 -0.72 1.98 0.621
H -1.56 -0.71 1.45 -0.303
H -2.55 0.20 0.48 -0.073
H -1.34 1.56 2.12 -0.841
H -3.16 3.12 2.38 0.374
H -4.33 1.88 2.61 0.630
H -4.84 3.87 0.60 0.314
H -5.49 2.31 0.72 0.339
H -4.74 2.86 -0.83 0.265
H -3.42 0.68 3.95 0.394
H -2.01 1.64 4.32 0.298
C -2.42 0.47 -2.57 -0.763
C -1.90 -0.86 -2.82 -0.295
C -0.70 -0.69 -3.74 -1.348
O 0.38 -0.03 -3.04 -0.122
C 1.59 0.09 -3.72 -1.126
N -1.59 -1.45 -1.56 -0.438
H -2.72 0.90 -3.52 0.478
H -1.51 1.21 -2.23 -0.087
H -3.30 0.73 -1.83 0.205
H -2.81 -1.37 -3.32 0.410
H -0.81 -0.21 -4.70 0.619
H -0.39 -1.57 -4.10 0.713
H 1.37 0.33 -4.57 0.624
H 2.28 -0.76 -3.83 0.281
H 2.32 0.79 -3.19 0.168
H -1.28 -2.46 -1.95 0.280
H -2.50 -1.54 -1.16 0.279
```

Sequential electronic energy output: -2477.932705 -396.019673 -1839.768254 -3812.672529 -6115.282554 -4058.557702 -536.006487 -1232.411191 a.u.